No. 1
A 2-piece molecular cluster, C4H12 overall. Source: the Open Molecules 2025 dataset; level of theory: wB97M-V/def2-TZVPD.

Each line ends with the Mulliken charge.
Geometry (Å):
C (-1.494, 2.509, -1.691)  -0.88
C (-0.469, 1.433, -1.415)  -0.75
H (-1.037, 3.502, -1.661)  0.28
H (-1.901, 2.277, -2.675)  0.25
H (-2.293, 2.673, -0.972)  0.31
H (-0.844, 0.444, -1.673)  0.28
H (-0.141, 1.359, -0.376)  0.23
H (0.439, 1.590, -1.995)  0.29
C (0.292, -2.321, 1.688)  -0.84
C (1.655, -1.643, 1.431)  -0.63
H (0.398, -3.110, 2.432)  0.30
H (-0.434, -1.547, 1.913)  0.26
H (-0.081, -2.847, 0.806)  0.27
H (1.422, -0.756, 0.836)  0.10
H (2.048, -1.229, 2.360)  0.26
H (2.400, -2.271, 0.956)  0.29

Values from the calculation:
Structure (SMILES)   CC.CC
Orbital gap   12.7617 eV

=====

No. 2
A 2-piece molecular cluster, C4H12 overall. Source: the Open Molecules 2025 dataset; level of theory: wB97M-V/def2-TZVPD.

Each line ends with the Mulliken charge.
Geometry (Å):
C (-0.319, 1.265, 1.442)  -0.37
C (-1.838, 1.675, 1.594)  -0.88
H (0.109, 0.688, 2.198)  0.31
H (-0.043, 0.786, 0.507)  -0.26
H (0.136, 2.299, 1.478)  0.24
H (-2.205, 1.632, 0.492)  0.25
H (-2.519, 0.895, 2.092)  0.23
H (-2.106, 2.533, 2.104)  0.36
C (1.819, -1.543, -1.678)  -1.05
C (0.354, -1.273, -1.353)  -0.06
H (2.237, -2.583, -1.485)  0.27
H (1.850, -1.647, -2.612)  0.37
H (2.630, -0.962, -1.242)  0.34
H (0.285, -0.433, -0.757)  -0.43
H (-0.005, -2.105, -0.693)  0.26
H (-0.384, -1.227, -2.087)  0.42

Values from the calculation:
Structure (SMILES)   CC.CC
Orbital gap   12.2753 eV

=====

No. 3
A 2-piece molecular cluster, C4H12 overall. Source: the Open Molecules 2025 dataset; level of theory: wB97M-V/def2-TZVPD.

Each line ends with the Mulliken charge.
Geometry (Å):
C (0.981, -0.691, 1.411)  -0.72
C (1.142, -2.219, 1.587)  -0.89
H (1.684, -0.299, 0.678)  0.25
H (-0.054, -0.474, 1.191)  0.20
H (1.232, -0.207, 2.357)  0.33
H (0.562, -2.490, 2.476)  0.25
H (2.176, -2.522, 1.728)  0.30
H (0.669, -2.737, 0.754)  0.28
C (-0.366, 1.239, -1.688)  -0.82
C (-1.781, 1.684, -1.317)  -0.86
H (-0.302, 0.158, -1.801)  0.25
H (-0.201, 1.621, -2.700)  0.33
H (0.432, 1.607, -1.051)  0.26
H (-1.832, 2.773, -1.249)  0.27
H (-2.079, 1.367, -0.325)  0.28
H (-2.498, 1.376, -2.050)  0.29

Values from the calculation:
Structure (SMILES)   CC.CC
Orbital gap   12.8223 eV

=====

What HOMO energy values result from the calculations? In sequence: -11.67; -11.14; -11.68 eV.
What calculated total energy values result from the calculations? In sequence: -159.5752; -159.5139; -159.5797 Ha.
What LUMO level values result from the calculations? In sequence: 1.088; 1.135; 1.140 eV.